(1)
Here is a cluster of 5 separate species, H10O5 in total at a distorted geometry from the OMol25 dataset. Energies are from ωB97M-V/def2-TZVPD.

Results
- E_LUMO (eV) = 0.2
- gap between HOMO and LUMO (eV) = 11.123
- E (Ha) = -382.15012
- SMILES = O.O.O.O.O

```
15
Properties=species:S:1:pos:R:3:forces:R:3:nbo_charge:R:1
H -1.771 1.144 1.063 0.9 -0.4 -2.3 0.478
H -0.780 0.312 0.167 0.1 -0.3 -0.1 0.465
H 0.482 -1.107 0.923 -0.7 2.4 1.1 0.445
H 0.259 -2.572 1.255 -0.3 -0.1 0.3 0.479
H 2.409 0.057 3.849 0.4 -0.1 -0.1 0.476
H 1.524 0.092 2.614 0.4 -0.7 -3.6 0.458
H -0.812 3.608 -1.269 -0.1 -0.1 0.6 0.469
H -1.314 2.349 -2.119 1.6 2.9 0.3 0.487
H -0.423 -2.562 -3.382 -0.1 0.2 0.3 0.466
H 0.725 -1.822 -2.649 -2.7 -0.6 0.4 0.471
O -1.431 1.009 0.110 -1.1 0.8 2.3 -0.943
O 0.676 -1.959 0.655 1.0 -2.3 -1.3 -0.923
O 1.541 0.244 3.503 -0.7 0.8 3.7 -0.935
O -0.810 3.265 -2.155 -1.4 -2.9 -0.9 -0.957
O -0.276 -2.058 -2.566 2.8 0.4 -0.7 -0.936
```
Forces are in eV/Å.

(2)
Here is a cluster of 5 separate species, H10O5 in total from the OMol25 dataset. Energies are from ωB97M-V/def2-TZVPD.

Results
- E_LUMO (eV) = 0.3
- gap between HOMO and LUMO (eV) = 11.327
- E (Ha) = -382.18502
- SMILES = O.O.O.O.O

```
15
Properties=species:S:1:pos:R:3:forces:R:3:nbo_charge:R:1
O -1.342 2.328 1.658 0.0 -0.3 -0.2 -0.949
H -1.432 1.733 2.408 0.0 0.1 0.0 0.450
H -1.102 1.762 0.902 0.1 0.3 0.2 0.494
O 0.265 -3.243 -0.282 -0.1 0.1 0.1 -0.961
H 1.152 -3.517 -0.027 -0.1 0.0 0.0 0.466
H -0.084 -2.778 0.496 0.2 -0.1 -0.2 0.487
O -0.530 -1.616 1.998 -0.2 0.0 0.3 -0.962
H -0.551 -0.705 2.314 0.1 -0.1 -0.1 0.486
H -0.941 -2.133 2.701 0.0 0.1 -0.1 0.484
O 0.934 2.327 -3.389 0.1 -0.1 0.1 -0.937
H 1.239 2.658 -4.241 0.0 0.0 0.1 0.473
H 1.739 2.170 -2.882 0.0 0.1 -0.1 0.464
O 0.123 0.627 -0.301 -0.1 -0.4 0.1 -0.965
H -0.124 -0.308 -0.253 0.1 0.1 -0.1 0.486
H 0.652 0.696 -1.103 -0.2 0.1 0.0 0.484
```
Forces are in eV/Å.

(3)
Here is a cluster of 5 separate species, H10O5 in total at a distorted geometry from the OMol25 dataset. Energies are from ωB97M-V/def2-TZVPD.

Results
- E_LUMO (eV) = 0.1
- gap between HOMO and LUMO (eV) = 10.537
- E (Ha) = -382.17738
- SMILES = O.O.O.O.O

```
15
Properties=species:S:1:pos:R:3:forces:R:3:nbo_charge:R:1
O 2.334 1.167 1.612 -0.5 2.7 0.0 -0.945
H 3.109 1.174 2.139 1.1 0.1 0.8 0.459
H 2.199 0.289 1.373 -0.5 -2.4 -0.5 0.471
O -0.986 -0.384 0.202 1.0 2.8 1.9 -0.972
H -0.138 -0.746 0.403 1.0 -0.4 0.2 0.484
H -1.449 -0.995 -0.281 -2.1 -2.4 -1.8 0.480
O -1.600 2.385 -0.016 -0.2 0.3 1.6 -0.964
H -1.293 1.548 0.390 -0.2 0.2 -0.6 0.496
H -1.884 2.911 0.773 0.4 -0.6 -1.1 0.458
O -2.169 -1.462 -2.050 1.0 -0.4 0.3 -0.964
H -1.321 -0.990 -2.170 -1.0 0.0 -0.3 0.483
H -2.845 -1.064 -2.593 0.0 0.4 -0.3 0.487
O 1.764 -1.089 0.338 -0.4 0.0 0.2 -0.943
H 1.993 -1.996 0.253 0.0 -1.6 0.4 0.483
H 2.284 -0.748 -0.372 0.4 1.1 -0.9 0.486
```
Forces are in eV/Å.

(4)
Here is a structure of composition H10O5 at a distorted geometry from the OMol25 dataset. Energies are from ωB97M-V/def2-TZVPD.

Results
- E_LUMO (eV) = -0.4
- gap between HOMO and LUMO (eV) = 8.417
- E (Ha) = -381.94545

```
15
Properties=species:S:1:pos:R:3:forces:R:3:nbo_charge:R:1
O 17.775 23.581 -10.463 10.7 -4.3 3.2 -0.849
H 17.786 22.797 -9.914 0.0 -0.7 0.1 0.504
H 18.581 24.044 -10.236 0.3 0.5 -0.2 0.515
O 16.010 24.358 -10.812 -7.1 5.2 -0.6 -0.918
H 16.842 23.888 -10.867 -1.3 2.2 -1.4 0.408
H 15.618 24.058 -9.992 -0.4 0.8 0.3 0.417
O 15.521 22.187 -11.344 4.9 -3.6 -1.7 -0.884
H 15.575 21.542 -10.638 -0.2 -0.9 -2.4 0.460
H 16.071 22.913 -11.049 -0.6 -0.5 -1.1 0.434
O 15.927 21.129 -9.428 1.0 -0.9 3.3 -0.929
H 15.991 20.707 -8.571 0.0 -0.6 0.3 0.501
H 15.349 21.878 -9.284 -0.5 0.3 0.8 0.487
O 13.589 22.974 -11.508 -5.9 1.8 0.0 -1.001
H 14.526 22.810 -11.400 -0.3 0.1 -0.6 0.438
H 13.339 23.463 -10.723 -0.6 0.4 -0.1 0.417
```
Forces are in eV/Å.

(5)
Here is a cluster of 5 separate species, H10O5 in total from the OMol25 dataset. Energies are from ωB97M-V/def2-TZVPD.

Results
- E_LUMO (eV) = 0.2
- gap between HOMO and LUMO (eV) = 10.575
- E (Ha) = -382.18272
- SMILES = O.O.O.O.O

```
15
Properties=species:S:1:pos:R:3:forces:R:3:nbo_charge:R:1
O -13.715 -9.683 17.095 0.1 -0.1 -0.1 -0.937
H -13.648 -9.375 16.183 -0.1 0.1 0.2 0.475
H -12.921 -10.208 17.243 -0.1 0.1 0.0 0.463
O -16.327 -8.789 13.390 -0.2 -0.2 -0.3 -0.953
H -17.254 -8.997 13.223 0.1 0.1 0.1 0.489
H -15.843 -9.189 12.658 0.0 0.0 0.1 0.483
O -14.907 -7.032 15.018 -0.3 -0.6 -0.4 -0.981
H -15.525 -7.600 14.503 0.4 0.4 0.4 0.499
H -14.404 -6.544 14.359 0.0 0.1 0.2 0.471
O -12.789 -4.611 14.658 -0.1 0.0 -0.2 -0.934
H -12.780 -4.822 13.717 0.1 0.1 0.1 0.461
H -12.896 -3.653 14.687 0.0 -0.1 0.1 0.474
O -16.607 -5.529 16.724 0.2 -0.2 0.2 -0.963
H -16.774 -5.085 15.890 0.1 0.0 0.0 0.457
H -15.864 -6.130 16.526 -0.4 0.3 -0.1 0.498
```
Forces are in eV/Å.

(6)
Here is a structure of composition H10O5Rb at a distorted geometry from the OMol25 dataset. Energies are from ωB97M-V/def2-TZVPD.

Results
- E_LUMO (eV) = -3.7
- gap between HOMO and LUMO (eV) = 11.584
- E (Ha) = -406.09821
- net charge = +1

```
16
Properties=species:S:1:pos:R:3:forces:R:3:nbo_charge:R:1
Rb 0.671 0.746 1.371 -0.4 0.1 0.6 0.983
O -0.235 -1.478 3.067 0.5 0.1 0.0 -0.966
H -0.308 -2.149 2.374 0.1 -0.1 0.6 0.473
H 0.342 -1.822 3.776 -0.5 -0.1 -0.6 0.497
O -2.056 0.089 0.424 0.1 1.7 1.1 -0.939
H -2.084 -0.815 0.238 -0.4 -2.2 -0.3 0.461
H -2.000 0.513 -0.426 0.1 0.5 -0.4 0.476
O -0.457 1.665 -1.362 -1.1 -0.4 -1.3 -0.957
H 0.246 1.020 -1.514 0.0 0.1 0.0 0.473
H -1.116 1.487 -2.088 1.0 0.6 0.9 0.486
O 2.255 1.689 -0.597 -0.8 1.4 -0.8 -0.986
H 1.869 2.327 -1.265 0.9 -1.1 1.0 0.506
H 2.619 0.943 -1.066 0.4 -0.2 -0.6 0.488
O 0.364 -1.178 -0.864 0.9 -0.1 1.2 -0.964
H 0.056 -1.984 -0.435 0.1 -0.1 -0.3 0.487
H -0.165 -1.055 -1.629 -0.8 -0.2 -1.1 0.480
```
Forces are in eV/Å.

(7)
Here is the ion H11N4OSi4 with charge -1 at a distorted geometry from the OMol25 dataset. Energies are from ωB97M-V/def2-TZVPD.

Results
- E_LUMO (eV) = 3.5
- gap between HOMO and LUMO (eV) = 6.747
- E (Ha) = -1458.92072
- net charge = -1
- SMILES = [N-]1O[SiH2]N[SiH2]N[SiH2]N[SiH2]1

```
20
Properties=species:S:1:pos:R:3:forces:R:3:nbo_charge:R:1
N 1.820 0.332 0.313 1.5 -2.2 0.1 -1.531
N 0.364 -2.039 -0.567 0.4 1.2 0.8 -1.543
N -0.303 2.135 -0.089 0.4 -2.5 0.7 -1.536
N -2.305 -1.097 0.369 -1.1 0.4 -0.5 -0.917
O -2.388 0.348 0.062 0.2 -0.4 0.7 -0.853
Si 1.667 -1.006 -0.939 -0.1 0.9 0.6 1.523
Si 0.737 1.400 1.122 0.3 1.6 -1.4 1.545
Si -0.935 -1.917 0.737 2.5 1.9 -1.1 1.437
Si -1.726 1.522 -0.826 -1.5 -1.1 -0.2 1.615
H 2.548 -0.060 0.976 -1.1 0.7 -0.9 0.400
H 0.107 -2.655 -1.293 -0.4 -0.7 -1.0 0.387
H -0.135 3.036 -0.368 0.8 2.6 -0.6 0.395
H 1.456 -0.318 -2.374 0.6 -0.8 1.4 -0.217
H 3.018 -1.847 -0.775 -1.0 1.1 -0.5 -0.236
H -0.174 0.846 2.072 -0.3 -0.4 0.8 -0.205
H 1.577 2.560 1.780 -0.6 -1.0 -0.5 -0.237
H -1.042 -3.285 0.905 -1.2 -2.1 0.4 -0.244
H 0.075 -1.556 1.778 -0.2 0.3 0.5 -0.299
H -2.708 2.716 -0.515 0.6 -0.8 -1.0 -0.245
H -1.653 0.885 -2.367 0.1 1.3 1.7 -0.240
```
Forces are in eV/Å.

(8)
Here is a cluster of 5 separate species, H11NO4 in total from the OMol25 dataset. Energies are from ωB97M-V/def2-TZVPD.

Results
- E_LUMO (eV) = 0.1
- gap between HOMO and LUMO (eV) = 10.673
- E (Ha) = -362.29339
- SMILES = N.O.O.O.O

```
16
Properties=species:S:1:pos:R:3:forces:R:3:nbo_charge:R:1
N 2.474 -1.788 -0.335 -0.4 0.1 -0.4 -1.087
H 2.690 -1.357 0.553 0.1 -0.1 0.0 0.364
H 2.719 -1.132 -1.066 0.1 0.1 0.1 0.361
H 3.029 -2.620 -0.471 0.1 0.0 0.2 0.364
H 0.540 -0.652 -1.707 0.3 0.1 0.0 0.484
H -0.521 0.358 -1.410 0.0 0.3 -0.1 0.471
O 0.373 0.298 -1.764 -0.2 -0.3 0.1 -0.956
H -3.922 -0.825 1.949 0.1 0.0 0.0 0.472
H -2.960 -0.162 0.942 -0.2 -0.1 0.1 0.463
O -3.716 -0.757 1.012 0.1 0.1 -0.1 -0.935
H -1.456 -0.006 3.623 0.0 0.0 0.1 0.463
H -0.386 -0.747 2.837 0.0 -0.1 0.1 0.469
O -0.815 -0.719 3.700 -0.1 0.1 -0.1 -0.932
H 0.705 2.581 -2.514 0.1 -0.1 0.0 0.484
H 0.958 4.104 -2.634 0.1 -0.1 0.0 0.466
O 0.286 3.423 -2.715 -0.3 0.1 0.0 -0.951
```
Forces are in eV/Å.

Number 1: molecular weight 90.08 g mol⁻¹. Number 2: molecular weight 90.07 g mol⁻¹. Number 3: molecular weight 90.07 g mol⁻¹. Number 4: molecular weight 90.07 g mol⁻¹. Number 5: molecular weight 90.07 g mol⁻¹. Number 6: molecular weight 175.54 g mol⁻¹. Number 7: molecular weight 195.46 g mol⁻¹. Number 8: molecular weight 89.09 g mol⁻¹.